Entry one
Below is a cluster of 5 separate species, C10H30O5 in total, with properties calculated with ωB97M-V with the def2-TZVPD basis set.

Output
- spin multiplicity = 1
- structure (SMILES) = CCO.CCO.CCO.CCO.CCO
- gap between HOMO and LUMO (eV) = 10.0
- highest occupied orbital energy (hartree) = -0.34550

Atoms and positions in Å:
C -1.9098 -6.7513 9.6937
C -1.8969 -6.0272 8.3639
O -2.6292 -6.7368 7.3749
H -2.8929 -6.7014 10.1537
H -1.1602 -6.3530 10.3829
H -1.5604 -7.7759 9.5399
H -0.8816 -5.8601 7.9964
H -2.3119 -5.0250 8.5220
H -3.3646 -6.1985 7.0787
C 2.9672 -3.1296 1.8228
C 3.4679 -4.4801 2.3814
O 2.3860 -5.2370 2.9124
H 2.7337 -2.3403 2.5397
H 2.0675 -3.2943 1.2301
H 3.7572 -2.7089 1.1930
H 4.2337 -4.3584 3.1397
H 3.9137 -4.9759 1.5161
H 1.7188 -5.3755 2.2377
C 5.7231 -7.7937 8.5082
C 4.6637 -7.1698 7.5881
O 5.1051 -5.8957 7.2030
H 5.4240 -8.8150 8.7337
H 5.6901 -7.2080 9.4282
H 6.7101 -7.6979 8.0641
H 3.7382 -7.1066 8.1748
H 4.4384 -7.8212 6.7387
H 4.5331 -5.5639 6.4798
C 1.1333 -3.5532 6.2245
C 2.6200 -3.8415 6.2026
O 2.9261 -5.1159 5.6566
H 0.6788 -4.0701 7.0744
H 0.6373 -3.7516 5.2759
H 0.9079 -2.5063 6.4519
H 3.0729 -3.8013 7.1920
H 3.1141 -3.0453 5.6266
H 2.6430 -5.1235 4.7211
C 3.1241 0.3300 9.8311
C 2.7585 -0.4079 8.5498
O 1.4507 -0.9327 8.5850
H 2.9732 -0.3903 10.6449
H 2.5042 1.2005 10.0449
H 4.1751 0.6053 9.9309
H 3.5018 -1.2165 8.4668
H 2.8264 0.1731 7.6310
H 1.3443 -1.6225 9.2442

=====

Entry two
Below is a cluster of 5 separate species, C10H30O5 in total, with properties calculated with ωB97M-V with the def2-TZVPD basis set.

Output
- spin multiplicity = 1
- structure (SMILES) = CCO.CCO.CCO.CCO.CCO
- gap between HOMO and LUMO (eV) = 10.3
- highest occupied orbital energy (hartree) = -0.35701

Atoms and positions in Å:
C 6.8654 -14.6416 -11.8912
C 8.3451 -14.6637 -11.4054
O 8.5180 -15.7781 -10.6495
H 6.6846 -15.4809 -12.5628
H 6.7523 -13.6773 -12.3864
H 6.1837 -14.7335 -11.0457
H 8.5838 -13.7557 -10.8516
H 8.9523 -14.7250 -12.3086
H 9.3504 -15.6026 -10.2048
C 4.0122 -17.8350 -12.6549
C 2.8845 -18.3992 -11.8185
O 2.8609 -17.7477 -10.5930
H 4.9499 -18.0851 -12.1587
H 4.0851 -16.7483 -12.6984
H 4.1069 -18.1962 -13.6790
H 2.9806 -19.4695 -11.6359
H 2.0085 -18.2169 -12.4410
H 1.9487 -17.8224 -10.3035
C 7.2243 -20.4961 -11.6488
C 8.4835 -20.5509 -10.7758
O 9.6873 -20.4138 -11.4369
H 6.4696 -21.1742 -11.2504
H 7.2782 -20.7333 -12.7113
H 6.8405 -19.4771 -11.5999
H 8.4407 -21.4504 -10.1617
H 8.4863 -19.6694 -10.1346
H 10.3420 -19.8938 -10.9652
C 5.4289 -17.0351 -7.8893
C 6.2848 -17.6553 -8.9944
O 7.6411 -17.7547 -8.5180
H 5.2145 -17.7285 -7.0761
H 4.5222 -16.4971 -8.1659
H 5.8860 -16.2544 -7.2813
H 6.1911 -17.1338 -9.9470
H 6.1065 -18.7155 -9.1743
H 8.1089 -17.1460 -9.0944
C 4.7295 -12.6546 -8.1062
C 3.3609 -12.9482 -7.3948
O 2.3241 -12.8977 -8.4089
H 5.3275 -12.2019 -7.3153
H 4.6592 -11.9552 -8.9393
H 5.1983 -13.4950 -8.6181
H 3.3201 -12.2141 -6.5902
H 3.4381 -13.9874 -7.0750
H 1.5423 -13.3237 -8.0499

=====

Entry three
Below is a cluster of 5 separate species, C10H30O5 in total, with properties calculated with ωB97M-V with the def2-TZVPD basis set.

Output
- spin multiplicity = 1
- structure (SMILES) = CCO.CCO.CCO.CCO.CCO
- gap between HOMO and LUMO (eV) = 10.0
- highest occupied orbital energy (hartree) = -0.35301

Atoms and positions in Å:
C -10.9645 2.7049 -27.3384
C -11.7225 1.9121 -26.2989
O -13.1448 2.1488 -26.3532
H -10.9530 3.7709 -27.1000
H -11.4254 2.6124 -28.3215
H -9.9399 2.3349 -27.3942
H -11.3379 2.0733 -25.2879
H -11.6244 0.8376 -26.4666
H -13.2965 3.0292 -25.9967
C -16.1199 0.2635 -24.8443
C -15.8128 -0.3303 -26.2213
O -15.4098 0.6267 -27.1747
H -16.5603 -0.5248 -24.2276
H -16.8813 1.0426 -24.9426
H -15.2538 0.6845 -24.3347
H -16.7166 -0.8215 -26.5808
H -15.0710 -1.1278 -26.0627
H -14.6894 1.1594 -26.8065
C -15.1728 2.7749 -31.2516
C -15.5896 1.3654 -30.8473
O -16.5676 1.3853 -29.8095
H -16.0455 3.4292 -31.3172
H -14.7472 2.7619 -32.2573
H -14.4877 3.1859 -30.5141
H -14.6898 0.8515 -30.4868
H -15.9776 0.7827 -31.6839
H -16.1534 1.0677 -28.9989
C -15.9601 2.4714 -21.4704
C -17.2717 1.7289 -21.5757
O -17.7873 1.5470 -20.2621
H -15.4782 2.4836 -22.4508
H -15.3078 1.9869 -20.7454
H -16.1027 3.5101 -21.1727
H -17.1303 0.7782 -22.1034
H -17.9922 2.2917 -22.1840
H -18.6741 1.1800 -20.2942
C -13.5770 -4.0483 -27.5895
C -14.4935 -5.2230 -27.3378
O -14.1837 -6.2084 -28.3497
H -13.7614 -3.2565 -26.8549
H -13.8082 -3.6366 -28.5680
H -12.5428 -4.3389 -27.4139
H -15.5325 -4.9008 -27.4468
H -14.3106 -5.6872 -26.3663
H -14.7313 -6.9834 -28.1969

=====

Top of the stability list: entry three, leading by 0.189 eV.